Formula: C29H23ClF10NO10PS3
Source: OMol25
Level of theory: ωB97M-V/def2-TZVPD

Geometry as XYZ:
```
78
C29H23ClF10NO10PS3 | OMol25 | ωB97M-V/def2-TZVPD
O -1.67510 -3.39299 4.84785
C -2.25039 -2.75874 5.76843
F -1.79105 -2.83630 7.12309
C -3.50472 -1.83216 5.31482
C -3.18217 -1.31668 3.83570
C -4.16533 -1.76689 2.70566
C -3.92677 -1.36120 1.21657
C -2.70209 -0.48727 0.74393
C -1.74192 -0.01962 1.91331
C -1.97256 -0.43831 3.41779
P -0.70278 0.15218 4.67846
S -1.42549 0.63836 6.41872
S -0.28687 1.03429 1.37673
C 0.14901 0.22015 -0.25368
C 1.63001 0.04620 -0.67008
C 2.03267 -0.67904 -2.01663
C 3.57453 -0.84597 -2.35944
O 4.19705 -1.77770 -1.76270
C 4.41943 0.00979 -3.41943
F 4.45918 -0.58008 -4.73428
F 5.79240 -0.02818 -2.96548
C 3.98698 1.54362 -3.57814
F 3.05414 1.60575 -4.68129
F 3.30647 2.09580 -2.46643
C 5.21708 2.52053 -4.01392
F 6.01553 1.91584 -5.04831
F 4.62921 3.67878 -4.64559
C 6.08964 3.04947 -2.78132
O 5.65901 3.66233 -1.77868
O 7.51288 2.83562 -2.83329
C 0.84417 -1.20345 -2.88235
C 1.27041 -1.99475 -4.23883
C 1.59972 -3.51228 -3.74714
C 2.09098 -4.44596 -4.95236
F 1.07911 -5.40954 -5.20266
F 2.29967 -3.58802 -6.08954
F 3.27792 -5.11127 -4.54636
C -0.66688 -1.01431 -2.45273
C -1.78769 -1.62745 -3.40077
C -2.51731 -2.82114 -2.37730
C -4.06056 -3.31232 -2.88913
O -2.68800 -4.18274 -2.98830
C -1.07828 -0.28843 -1.12061
N -2.39775 -0.07839 -0.60321
C -3.46758 0.36596 -1.48379
C -4.65337 1.22527 -0.82908
O -4.51745 2.43551 -0.56041
Cl -6.25526 0.39808 -0.52568
H -3.65420 -0.98911 6.07464
H -4.47066 -2.47053 5.36344
H -5.07191 -2.40603 3.01144
H -4.67789 -1.74928 0.44433
H 0.33022 -0.85789 4.82356
H -0.04046 1.31414 4.14544
H 2.44838 0.45582 0.02799
H 7.87731 3.61424 -2.33184
H 0.47178 -1.94421 -5.05156
H 2.18849 -1.44040 -4.63258
H 2.38444 -3.40396 -2.90158
H 0.64528 -3.88544 -3.22273
H -1.41018 -2.30828 -4.23217
H -2.62653 -0.91743 -3.69647
H -2.32847 -2.71960 -1.19046
H -4.40025 -3.08465 -1.78076
H -4.52676 -4.34603 -2.84630
H -3.02367 1.00594 -2.33972
H -3.94880 -0.55875 -1.99888
O 0.41742 3.04070 4.34053
S -0.03937 4.39442 4.48407
O -0.76064 5.08244 3.45786
O 1.22376 5.30755 4.93382
C 0.93455 5.94299 6.17972
C -0.03090 5.00845 6.89263
O -0.88226 4.50223 5.86509
H 0.46673 6.90882 5.96911
H 1.85149 6.10114 6.74870
H -0.61417 5.51847 7.65935
H 0.49745 4.16191 7.34120
```

Values from the calculation:
- Charge: 0
- Gap between HOMO and LUMO: 7.201 eV
- Structure (SMILES): O=C(F)Cc1ccc2c(c1[PH2]=S)Sc1cc(C(=O)C(F)(F)C(F)(F)C(F)(F)C(=O)O)c(CCC(F)(F)F)c(C[C@H]3CO3)c1N2CC(=O)Cl.O=S1(=O)OCCO1

Formula: C3H6N2S2
Source: OMol25
Level of theory: ωB97M-V/def2-TZVPD

Geometry as XYZ:
```
13
C3H6N2S2 | OMol25 | ωB97M-V/def2-TZVPD
C -0.73946 0.04558 -0.08557
C 0.64782 -0.40006 -0.24543
C 1.85513 0.32010 -0.00003
H -2.88286 -0.47178 0.54988
H -1.83707 -1.99165 0.04436
H -0.63182 2.15163 -0.31096
H -2.03392 1.72630 0.79327
H 0.51093 -1.43274 -0.30806
H 2.82158 -1.91681 -0.41481
N -1.72787 -0.85653 -0.01290
N -1.21684 1.42362 -0.04729
S 3.30225 -0.60438 0.08305
S 1.93211 2.00672 -0.04552
```

Values from the calculation:
- Charge: 0
- Gap between HOMO and LUMO: 7.467 eV
- Energy relative to the best compared isomer or geometry (same formula, charge and spin): 373.06 kJ/mol

Formula: C2H5N3O3
Source: OMol25
Level of theory: ωB97M-V/def2-TZVPD

Geometry as XYZ:
```
13
C2H5N3O3 | OMol25 | ωB97M-V/def2-TZVPD
N -1.42604 0.07180 -1.49143
C -1.38052 0.34111 -0.12730
O -1.86509 1.03170 0.68129
N -0.12533 -0.80556 0.55278
O 0.33080 -1.57804 -0.61883
N 0.91101 -0.16957 1.17810
C 1.39380 1.03500 0.72362
O 1.00485 1.49028 -0.30101
H -1.07195 -0.78829 -1.77641
H -2.16232 0.61490 -1.84982
H 0.93633 -2.13992 -0.18075
H 1.41420 -0.69387 1.83762
H 2.04026 1.59048 1.37216
```

Values from the calculation:
- Charge: 0
- Gap between HOMO and LUMO: 9.803 eV
- Structure (SMILES): NC(=O)N(O)NC=O
- Energy relative to the best compared isomer or geometry (same formula, charge and spin): 281.18 kJ/mol

Formula: C14H26N4O5
Source: OMol25
Level of theory: ωB97M-V/def2-TZVPD

Geometry as XYZ:
```
49
C14H26N4O5 | OMol25 | ωB97M-V/def2-TZVPD
C 3.77043 -0.68399 -1.56281
N 2.41606 -0.25291 -1.51442
C 1.36453 -1.09392 -1.60852
O 1.65591 -2.29812 -1.92859
C 0.00143 -0.64709 -1.09996
C -0.81161 -1.77624 -0.54312
C -1.45833 -2.56789 -1.71889
C -2.34455 -3.72312 -1.42519
C -1.69783 -4.83302 -0.53698
N -2.45293 -6.04018 -0.67485
N 0.09440 0.30087 -0.02447
C -0.43111 1.53756 -0.02982
O -1.22222 1.91307 -0.91636
C -0.04486 2.46756 1.11334
C 0.50717 3.83892 0.63445
C 1.60010 3.69935 -0.46656
C 2.98853 3.32386 0.12313
O 3.46529 2.20872 0.14353
O 3.55422 4.37340 0.70866
N -1.16719 2.62262 2.09582
C -1.36522 1.77066 3.09374
C -2.41259 2.17516 4.07892
O -0.80062 0.70082 3.26831
H 3.93847 -1.59470 -2.17488
H 3.96294 -0.79911 -0.52626
H 4.24336 0.07315 -2.23625
H 2.03229 0.59413 -1.18756
H -0.47498 -0.15914 -1.89508
H -1.68942 -1.35366 0.05308
H -0.25632 -2.49684 0.03373
H -0.71362 -2.97064 -2.38119
H -2.02218 -1.81851 -2.35195
H -3.20091 -3.32091 -0.98915
H -2.60978 -4.11369 -2.39454
H -1.80036 -4.44804 0.44588
H -0.62786 -4.97709 -0.67814
H -3.34515 -5.68506 -0.94684
H -2.02412 -6.46938 -1.53011
H 0.52935 0.00491 0.81045
H 0.69763 1.84367 1.61948
H 0.96256 4.36245 1.51803
H -0.16182 4.48585 0.08366
H 1.57559 4.64909 -0.98643
H 1.27628 3.03244 -1.20842
H 4.33786 3.84071 0.90591
H -1.64146 3.46795 1.85946
H -2.96627 1.22849 4.33237
H -3.13018 2.86233 3.67819
H -2.10090 2.74554 4.93716
```

Values from the calculation:
- Charge: 0
- Gap between HOMO and LUMO: 9.383 eV
- Structure (SMILES): CNC(=O)[C@@H](CCCCN)NC(=O)[C@@H](CCC(=O)O)NC(C)=O
- Energy relative to the best compared isomer or geometry (same formula, charge and spin): 254.82 kJ/mol

For each record above, in turn, the calculated E_HOMO values are -0.3105 -0.2841 -0.3320 -0.3305 Eh.
For each record above, in turn, the calculated total energy values are -4920.1083 -1023.6608 -469.0936 -1144.2779 Eh.